Record 1
69
Properties=species:S:1:pos:R:3:forces:R:3:nbo_charge:R:1 method="wB97M-V/def2-TZVPD" charge=+2 homo_lumo_gap_ev=8.6 homo_ev=-13.2 e_above_lowest_ev=0.000 lumo_ha=-0.170
Ir 0.04540 1.17793 1.54590 -0.119 -0.254 0.347 1.236
F -4.37301 -0.13939 -3.49818 0.004 0.000 -0.005 -0.300
O 1.80058 3.81383 -0.92369 0.118 -0.053 -0.084 -0.660
O -1.10993 0.22552 0.14160 0.342 0.238 -0.380 -0.681
O 0.08534 -0.47068 2.73095 -0.262 0.143 0.135 -0.764
O 0.33028 2.86959 0.44871 -0.048 -0.226 0.001 -0.705
O 0.53149 -2.63549 2.76976 -0.126 -0.058 0.091 -0.599
N -1.67301 2.13123 2.21410 0.075 -0.182 -0.013 -0.726
N 3.22225 3.66023 -3.93324 -0.197 -0.028 0.098 -0.755
N 1.85147 0.54397 0.70931 -0.087 0.029 -0.022 -0.744
N 4.30481 5.34297 -2.81642 -0.026 -0.002 0.021 -0.747
N 5.00496 3.17314 -2.52588 -0.048 0.005 0.177 -0.566
N -2.45453 -3.65466 0.25810 0.034 -0.002 0.015 -0.299
N 0.83126 2.00940 3.28840 0.160 -0.131 -0.050 -0.737
C -2.95828 -2.77011 -0.69818 -0.013 0.014 -0.022 0.142
C -1.51672 2.48862 3.64202 0.065 0.076 0.061 -0.241
C 2.33270 1.62024 -0.21939 0.051 0.026 -0.071 -0.173
C -2.86859 -5.09898 0.24786 -0.009 0.000 0.002 -0.026
C -3.93125 -3.19049 -1.63122 0.007 0.003 0.005 0.008
C -4.39125 -2.28469 -2.55688 -0.001 0.001 -0.005 -0.219
C -1.49749 -0.99487 0.24236 -0.125 0.007 0.084 0.470
C -1.55263 -3.22606 1.12553 -0.024 -0.028 -0.040 0.179
C -2.96326 -0.54703 -1.68448 0.010 -0.001 -0.015 -0.276
C -2.66880 -5.76590 1.59790 0.009 0.004 0.003 -0.631
C -1.06356 -1.93160 1.19222 0.020 0.075 -0.024 -0.349
C 3.80407 1.99329 0.02427 -0.051 -0.005 -0.150 -0.418
C 1.42719 2.88559 -0.23050 0.132 0.101 -0.143 0.783
C -4.46267 -4.59552 -1.60100 0.002 -0.010 0.000 -0.430
C -0.07211 -1.69600 2.30076 0.167 0.023 -0.090 0.773
C 4.81028 1.73119 -2.35924 -0.051 -0.050 0.035 -0.217
C -2.48319 -1.44856 -0.72230 0.053 -0.017 -0.028 -0.056
C 4.15780 4.04548 -3.07264 0.194 -0.012 0.035 0.697
C 4.81972 1.29471 -0.88632 0.006 0.078 -0.018 -0.409
C -3.89897 -0.98127 -2.57608 0.005 -0.010 0.006 0.422
C -4.31341 -5.18922 -0.21286 0.005 0.015 0.004 -0.407
C -0.10950 3.04105 3.79891 -0.063 -0.025 0.075 -0.241
H 4.67424 0.21155 -0.86665 0.036 -0.016 -0.036 0.225
H -3.90927 -5.20605 -2.32112 -0.009 -0.004 -0.003 0.232
H 3.16812 2.71063 -4.25175 0.027 -0.020 -0.032 0.421
H -2.52300 1.61125 2.01498 -0.063 0.013 0.170 0.416
H -1.62203 -5.92315 1.85189 0.003 0.012 0.006 0.228
H 2.41790 4.24442 -4.08683 -0.036 0.010 -0.025 0.431
H -1.64459 1.58280 4.23615 0.006 0.009 -0.019 0.224
H 4.85998 5.65932 -2.04075 -0.035 -0.005 0.046 0.423
H -1.16510 -3.93878 1.83640 0.008 0.007 0.016 0.262
H -2.23075 -5.58456 -0.49677 -0.012 0.005 -0.010 0.213
H -4.95557 -4.66972 0.50425 -0.004 0.000 -0.002 0.218
H -1.70335 2.98501 1.65600 -0.101 -0.034 -0.075 0.412
H 5.82692 3.56262 -2.08952 -0.009 0.023 0.011 0.417
H 4.05533 1.77490 1.06620 0.043 -0.004 -0.004 0.213
H -4.60788 -6.23769 -0.21317 0.004 -0.001 0.003 0.242
H 5.61045 1.21555 -2.88937 -0.027 -0.058 -0.012 0.234
H -5.50373 -4.59946 -1.92212 -0.001 0.005 0.006 0.244
H -3.13570 -6.74865 1.55812 0.010 -0.005 -0.005 0.248
H -3.15077 -5.19866 2.39597 -0.009 -0.008 -0.002 0.225
H 2.52668 0.35409 1.44537 0.078 0.019 -0.050 0.403
H 3.73660 6.02693 -3.28601 0.034 0.020 -0.050 0.428
H 3.89913 3.07184 -0.09144 -0.027 0.033 -0.020 0.242
H -5.14514 -2.57193 -3.27892 -0.001 0.001 0.002 0.248
H 0.02085 3.94035 3.19552 -0.006 -0.012 0.006 0.222
H 0.10346 3.28058 4.83998 -0.017 0.020 0.007 0.231
H 1.74492 -0.33559 0.21052 -0.052 -0.001 -0.010 0.410
H 1.79164 2.34183 3.32036 -0.069 0.171 -0.070 0.402
H -2.59166 0.46586 -1.71517 -0.016 0.009 0.017 0.255
H 5.82337 1.46566 -0.48976 -0.003 -0.003 0.030 0.228
H 3.87850 1.44597 -2.84481 -0.057 0.041 0.060 0.196
H 0.79506 1.18623 3.89871 0.093 0.041 0.005 0.424
H 2.21657 1.22750 -1.23232 0.007 -0.016 -0.008 0.219
H -2.25862 3.22191 3.95587 -0.002 0.002 0.014 0.232

---

Record 2
67
Properties=species:S:1:pos:R:3:forces:R:3:nbo_charge:R:1 method="wB97M-V/def2-TZVPD" homo_lumo_gap_ev="6.4 / 5.7" homo_ev="-6.6 / -7.1" e_above_lowest_ev=1.294 lumo_ha="-0.008 / -0.054" spin_multiplicity=5
Fe 1.08014 0.75385 0.47647 -2.596 -1.192 0.831 0.877
P -0.75289 -0.29135 -1.03011 -0.813 0.224 -0.213 1.000
O 0.54095 2.86002 -1.27940 -0.512 -0.072 1.590 -0.448
O -1.03221 -0.04273 2.50230 0.973 1.048 -1.005 -0.468
O 0.69617 -1.78554 2.00479 -0.550 1.271 0.329 -0.550
O 2.32094 0.73004 -2.14373 0.052 0.158 0.349 -0.583
O 2.03742 3.56607 2.13199 0.971 3.787 -0.539 -1.128
O 2.64414 2.03569 0.23497 2.457 1.675 -0.721 -1.025
N 1.36269 -1.09184 1.06608 2.582 -1.976 -1.476 -0.067
N -0.52230 0.84578 1.68439 -1.725 0.562 1.487 -0.047
N 0.25089 2.33884 -0.13787 0.376 0.673 -1.739 -0.014
N 2.02372 0.01448 -0.98236 2.165 -1.754 -1.712 -0.157
C 3.75219 -1.54709 -1.75781 0.535 -0.521 -0.158 -0.686
C -0.70222 -3.04551 -0.52576 -0.019 -0.434 -0.067 -0.225
C -4.34508 1.37486 0.03020 0.081 0.679 -0.324 -0.206
C -0.56980 2.96511 0.74459 0.574 -0.484 -0.020 0.239
C -2.51677 -0.10944 -0.54740 -0.383 -0.322 -0.425 -0.339
C -0.75396 0.53594 -2.65044 -0.124 -0.208 -0.500 -0.960
C 2.59484 -3.22088 0.65720 0.095 -0.636 0.026 -0.676
C -0.45317 -2.02377 -1.45460 0.007 -0.435 -0.055 -0.367
C 2.25151 -1.81502 0.34334 -2.008 0.906 2.155 0.120
C -4.49428 -0.96444 0.54909 -0.436 -0.211 0.212 -0.219
C 2.09383 1.34279 2.52401 2.052 -3.831 2.720 -0.681
C -3.26858 -1.18700 -0.06064 0.179 0.087 0.080 -0.153
C -1.07847 2.09008 1.72878 0.749 -0.815 0.110 0.164
C -0.44767 -4.38131 -0.84702 0.064 0.078 -0.388 -0.159
C 0.18661 -2.35441 -2.65764 -0.033 -0.171 0.111 -0.211
C 0.14770 -4.70521 -2.07371 0.106 0.274 0.062 -0.231
C 0.50677 -3.67873 -2.95670 -0.170 -0.100 0.156 -0.219
C 2.71620 -1.12374 -0.80490 -1.566 3.227 -0.981 0.274
C -3.11340 1.16978 -0.57748 0.638 -0.473 0.093 -0.223
C -2.07871 2.40207 2.77811 -0.385 0.377 0.264 -0.667
C -0.72997 4.42050 0.66409 -0.723 0.439 -0.186 -0.685
C -5.02598 0.31607 0.61803 -0.382 0.337 0.174 -0.220
H -5.04551 -1.79843 0.99876 0.221 0.289 -0.304 0.217
H 3.44360 2.01307 -0.34009 -0.823 0.207 0.893 0.493
H 0.26626 0.59054 -3.04377 -0.357 -0.001 0.011 0.250
H -0.85959 4.72534 -0.37562 0.063 0.041 0.060 0.245
H 0.45132 -1.56858 -3.36100 -0.061 -0.193 0.074 0.222
H -1.59166 4.73419 1.24281 -0.123 0.160 0.013 0.218
H 2.00399 -3.58972 1.50468 0.212 0.205 -0.288 0.261
H -1.14778 1.55312 -2.57543 0.135 -0.249 0.049 0.257
H -2.30704 3.47565 2.80042 0.078 -0.332 -0.005 0.223
H -1.38683 -0.05739 -3.32171 0.118 0.245 -0.042 0.232
H 2.39193 -3.86874 -0.20980 0.095 0.158 0.213 0.235
H 3.31556 -2.11654 -2.58232 -0.017 0.071 -0.045 0.244
H 4.47222 -2.19910 -1.26345 -0.006 -0.031 -0.006 0.231
H -2.90549 -2.21136 -0.16460 -0.115 0.466 0.184 0.213
H -1.09760 -2.82641 0.46525 0.141 0.049 -0.288 0.234
H -0.06763 -1.07095 2.31050 0.544 -0.817 -0.017 0.490
H 1.96404 2.39488 2.82496 -1.173 0.332 -0.624 0.297
H 3.16551 1.23719 2.23097 -0.833 -0.361 0.260 0.158
H 2.61653 4.23149 2.55736 -0.428 -0.202 -0.562 0.452
H -1.70573 2.09944 3.77086 -0.073 0.047 -0.429 0.253
H -3.01786 1.85496 2.59853 0.315 0.070 0.032 0.247
H 0.15482 4.91810 1.07598 0.108 -0.309 -0.052 0.290
H -2.57913 1.98748 -1.07636 -0.313 -0.201 0.405 0.216
H -5.98952 0.51612 1.10451 0.459 -0.245 -0.177 0.218
H 1.83400 1.60410 -2.04435 0.265 -0.796 0.422 0.517
H 4.28624 -0.68864 -2.17032 -0.192 -0.063 0.035 0.251
H 3.66269 -3.31316 0.90733 -0.249 0.026 -0.071 0.232
H 1.01200 -3.90200 -3.89928 -0.175 -0.009 0.300 0.218
H -0.72916 -5.17360 -0.14851 0.193 0.294 -0.176 0.213
H 2.60583 2.81451 0.97153 -0.076 -0.120 -0.267 0.538
H -4.74573 2.40198 0.02955 0.021 -0.678 0.051 0.217
H 0.36271 -5.74394 -2.33334 -0.099 0.311 0.117 0.219
H 1.84579 0.58245 3.26511 -0.085 -0.529 -0.010 0.138

---

Record 3
62
Properties=species:S:1:pos:R:3:forces:R:3:nbo_charge:R:1 method="wB97M-V/def2-TZVPD" smiles="COc1ccc(CCNC(=O)[C@@H]2CCCN2C(=O)NC2CCCCC2)cc1OC" homo_lumo_gap_ev=8.2 homo_ev=-7.6 e_above_lowest_ev=0.273 lumo_ha=0.022
O 1.72252 -2.78526 0.30959 0.296 -0.226 0.137 -0.641
O 2.30556 2.58220 0.43907 0.411 -0.285 0.065 -0.501
O 4.55376 1.68193 1.38659 -0.350 0.033 -0.290 -0.487
O -1.08463 0.63653 -0.68072 0.209 0.351 -0.321 -0.728
N 0.57464 -1.59058 -1.23442 -0.195 0.029 -0.496 -0.639
N -1.17387 -0.93313 0.93904 0.112 -0.021 0.037 -0.442
N -3.09255 0.13842 0.24018 -0.325 -0.117 0.205 -0.642
C 5.74490 1.21157 1.96174 0.188 -0.085 0.071 -0.249
C 2.28101 0.90953 -1.32648 0.098 0.197 0.132 -0.318
C -5.92528 -0.45874 -0.78327 -0.123 0.239 -0.229 -0.400
C -0.74055 -2.50726 2.62678 -0.016 0.108 -0.006 -0.408
C 0.46994 -1.58852 2.48682 0.013 -0.075 -0.145 -0.412
C -5.81120 1.37812 0.91927 -0.124 0.222 -0.251 -0.400
C 0.94528 -1.89766 0.01994 -0.388 0.214 0.234 0.686
C 4.66757 -0.05493 -0.32607 0.084 0.143 0.251 -0.285
C 2.14044 -0.93143 -3.00926 -0.059 -0.163 0.267 -0.427
C -1.75032 -0.01371 0.12443 -0.071 -0.274 0.218 0.810
C 4.07318 -0.66903 -1.41980 -0.193 0.077 -0.162 -0.213
C 2.84878 1.52246 -0.22491 0.039 0.114 0.160 0.329
C -3.85269 0.99596 -0.64385 0.035 0.367 -0.385 -0.043
C 1.10854 3.13268 -0.06103 -0.276 0.066 -0.092 -0.266
C 2.87707 -0.19910 -1.92352 0.243 0.005 -0.185 -0.022
C 4.06646 1.02779 0.29045 -0.053 0.134 0.109 0.238
C -6.71959 0.60491 -0.03163 0.086 -0.227 0.236 -0.399
C -4.77396 0.17860 -1.55736 0.127 -0.121 0.160 -0.408
C -1.85829 -1.70864 1.95700 -0.341 -0.145 0.200 -0.220
C 1.31776 -2.06984 -2.37639 0.052 -0.167 -0.158 -0.216
C -4.65958 2.02553 0.15388 0.113 -0.157 0.119 -0.406
C 0.27545 -1.00860 1.09013 0.554 0.106 0.009 -0.128
H 1.46571 -0.24750 -3.52740 0.034 0.024 -0.088 0.204
H 5.59983 -0.44742 0.04696 0.093 0.006 0.088 0.218
H -0.55682 -3.42850 2.07452 -0.012 -0.052 0.009 0.219
H 0.45271 -0.79939 3.23862 -0.017 0.063 -0.015 0.205
H 0.62787 -2.49329 -3.11350 0.119 -0.054 0.035 0.192
H 0.83645 3.92156 0.63869 0.000 -0.013 -0.070 0.193
H 1.98164 -2.85603 -2.00969 -0.096 0.046 -0.119 0.229
H -3.99396 2.54562 0.84518 0.035 0.062 -0.063 0.215
H -3.10395 1.51356 -1.25337 -0.177 -0.100 0.122 0.242
H -5.18037 0.84498 -2.32028 -0.027 0.029 -0.076 0.204
H -6.38491 2.15163 1.43370 0.042 -0.048 0.109 0.214
H 0.71143 -0.00896 0.97949 -0.055 -0.095 0.026 0.243
H -2.61385 -2.36287 1.50918 -0.017 0.057 0.070 0.199
H -5.06212 2.76180 -0.54403 -0.027 0.071 -0.035 0.204
H 0.02908 -0.74154 -1.35959 0.013 -0.080 0.184 0.430
H 1.34493 1.27218 -1.71985 -0.135 0.072 0.003 0.228
H -2.34572 -1.04527 2.68567 -0.030 -0.054 -0.056 0.184
H -6.57964 -0.98929 -1.47788 0.040 -0.106 0.054 0.214
H -4.18744 -0.59202 -2.06169 0.034 0.058 -0.071 0.215
H 0.30325 2.39308 -0.11132 0.081 0.051 -0.004 0.204
H 1.41050 -2.13123 2.54571 -0.004 0.068 0.030 0.255
H 6.58782 1.28557 1.26564 -0.036 -0.022 0.026 0.173
H -7.16197 1.29834 -0.75025 -0.079 0.041 -0.039 0.195
H 2.83235 -1.35850 -3.73608 -0.029 0.035 -0.081 0.218
H -5.41907 0.70144 1.68238 -0.004 -0.031 0.126 0.184
H 5.93167 1.85598 2.81972 0.033 -0.071 -0.048 0.198
H 1.25659 3.56752 -1.05527 0.006 -0.013 0.013 0.171
H -5.53808 -1.19514 -0.07453 -0.011 -0.117 0.037 0.184
H -7.53328 0.13756 0.52691 -0.068 0.048 -0.046 0.208
H -3.61125 -0.44536 0.87106 0.130 -0.070 0.080 0.395
H -0.97406 -2.75332 3.66051 -0.044 -0.055 -0.008 0.218
H 5.64740 0.17490 2.30216 0.013 0.033 -0.027 0.174
H 4.54966 -1.52832 -1.86662 0.046 -0.126 -0.052 0.209

---

It is found that the E values, taken in the order of the records, are -49566.5474; -85259.5699; -36011.5201 eV.